Record 1
Molecular formula: C4H11N2O
Method: DFT, the ωB97M-V functional and the def2-TZVPD basis

XYZ file:
```
18
C4H11N2O the ωB97M-V functional and the def2-TZVPD basis
H 2.8162 0.3459 1.1508
C -1.5541 0.3748 0.1594
H -0.2203 -1.2290 0.4506
C -2.0464 -0.4026 1.3139
C -1.0278 -0.9875 -0.1990
O 2.2575 1.0763 0.8405
H -0.6218 0.9135 0.3367
C 2.1423 0.5687 -0.7074
N 2.9482 -0.5225 -0.8646
H -1.7445 -1.7887 -0.3630
H -0.5744 -0.8641 -1.2253
H -2.8472 -1.1441 1.2618
H 2.4364 1.6890 -1.1321
H -3.0405 1.6888 -0.1551
H 1.0701 0.4168 -0.9322
H 3.7993 -0.5537 -1.4610
H -1.4596 -0.6956 2.2207
N -2.3336 1.1138 -0.6948
```

The net charge is -1. The value obtained for the frontier orbital gap is 4.53 eV. Its HOMO energy is -2.39 eV.

***

Record 2
Molecular formula: C4H11N2O
Method: DFT, the ωB97M-V functional and the def2-TZVPD basis

XYZ file:
```
18
C4H11N2O the ωB97M-V functional and the def2-TZVPD basis
H 0.9330 -0.0405 -0.4896
H 1.7480 0.5624 2.7373
N -0.4844 1.4449 -0.9242
O -0.0639 -2.0528 -1.4292
H -0.1100 1.4484 1.9174
H -1.3755 1.1755 -1.3152
H -0.5480 -1.2038 1.1103
H 0.9447 2.3355 0.6407
H -1.7982 -0.9460 -1.7786
H 2.1498 -0.1013 1.3600
H -1.9176 -0.1968 0.5784
C -1.1793 -1.5065 -0.9777
C -0.9254 -0.6028 0.2683
N 1.9009 0.7955 1.7641
C 0.1134 0.5048 0.0333
H 0.1207 1.6052 -1.7197
H -1.9920 -2.2816 -0.6364
C 0.7245 1.3906 1.1832
```

The net charge is -1. The value obtained for the frontier orbital gap is 6.55 eV. Its HOMO energy is -2.43 eV. Its structure (SMILES) is NC[C@H](N)CC[O-].

***

Record 3
Molecular formula: C4H11N2O
Method: DFT, the ωB97M-V functional and the def2-TZVPD basis

XYZ file:
```
18
C4H11N2O the ωB97M-V functional and the def2-TZVPD basis
H 0.8570 0.1605 1.9434
C 1.4473 -0.2589 1.1167
H -0.1024 -1.5473 0.2409
N -1.3263 0.9057 0.2791
N 1.4246 -1.0989 -1.1843
H -1.8455 1.6546 -0.1327
H 2.1802 -0.9367 1.5371
H 1.9650 0.6293 0.7400
O -0.2263 0.8538 -1.6682
C 0.5396 -0.7126 -0.0250
H -1.9270 -0.6562 1.5632
H -2.8436 0.8555 1.6295
C -0.3649 0.4314 -0.5217
H 2.0699 -1.8626 -0.8982
C -1.8510 0.4256 1.5647
H -1.2689 0.8160 2.3951
H 1.9693 -0.2947 -1.5739
H 0.8321 -1.4881 -1.9536
```

The net charge is 0. The value obtained for the frontier orbital gap (alpha / beta) is 4.22 / 10.86 eV. Its HOMO energy (alpha / beta) is -3.33 / -10.36 eV. The spin multiplicity is 2.

***

no.,calculated total energy (eV)
1,-9346.936
2,-9353.201
3,-9351.162